57
Properties=species:S:1:pos:R:3:forces:R:3 method="wB97M-V/def2-TZVPD" total_energy_ev=-28364.870 homo_lumo_gap_ev=6.005 e_above_lowest_kj_mol=37.6 total_charge=+1
N 2.873 -1.048 -1.517 -1.331 1.722 -0.188
N -0.105 2.169 1.043 0.216 -0.821 0.523
C 2.975 -3.551 -1.373 -0.401 -0.298 0.129
C 2.793 1.740 1.992 0.164 -0.090 0.120
C 0.147 -3.325 -1.092 0.133 -0.659 0.065
C -1.889 -0.764 -1.389 -0.930 -0.451 -0.202
C 2.176 -4.693 -1.191 0.109 0.481 -0.085
C -3.014 -0.416 -0.600 0.379 0.193 0.108
C 2.337 3.487 3.720 0.084 0.046 0.006
C -0.376 3.980 2.533 0.034 -0.395 0.040
C -4.192 -1.140 -0.660 0.015 -0.063 -0.122
C 1.888 -0.110 -1.505 1.025 -1.174 0.341
C 0.625 -0.745 -1.346 -0.863 -0.030 0.032
C -1.416 2.690 0.726 -0.519 -0.083 -0.291
C -2.096 -1.759 -2.388 0.098 -0.046 0.374
C -3.300 -2.445 -2.485 0.508 0.253 -0.021
C 0.915 -2.185 -1.287 0.720 -0.165 -0.082
C -0.618 -0.119 -1.192 0.826 -0.205 -0.772
C -5.582 -3.016 -1.607 -0.267 -0.002 0.033
C 4.290 -0.747 -1.628 0.602 0.375 -0.104
C -4.338 -2.186 -1.581 0.056 0.129 0.048
C -1.632 3.902 1.652 0.105 0.242 -0.279
C 0.783 -4.579 -1.055 -0.019 0.658 0.027
C 2.321 -2.326 -1.391 -0.706 -0.263 -0.001
C 0.674 3.109 1.822 0.785 0.871 -0.074
C 1.705 2.464 2.772 -0.595 0.013 0.046
H -1.723 4.804 1.039 -0.109 -0.085 0.191
H -0.009 5.001 2.674 -0.148 -0.188 0.015
H 4.595 -0.068 -0.818 -0.137 -0.328 -0.198
H -5.357 -4.057 -1.351 -0.004 0.141 -0.045
H 4.054 -3.606 -1.503 -0.276 -0.182 0.129
H 3.040 2.977 4.390 -0.098 0.133 -0.123
H 0.174 -5.470 -0.923 0.179 0.156 0.015
H -2.922 0.408 0.105 -0.034 -0.282 -0.108
H 2.645 -5.677 -1.145 -0.134 0.297 -0.084
H -0.634 0.947 -0.959 -0.085 -0.344 -0.100
H -0.932 -3.235 -0.987 0.352 -0.273 0.041
H -3.429 -3.216 -3.251 0.066 0.311 0.267
H 3.374 2.453 1.388 -0.117 -0.149 0.084
H -0.589 3.554 3.520 0.084 0.065 -0.083
H -1.521 2.967 -0.339 0.014 0.087 0.249
H -2.545 3.786 2.246 0.205 0.139 -0.166
H 0.404 1.718 0.295 -0.035 0.367 0.244
H 1.259 3.746 1.124 -0.075 0.121 0.266
H 2.115 0.945 -1.645 -0.012 -0.270 0.143
H 1.150 1.734 3.385 0.109 0.079 -0.184
H -2.184 1.932 0.926 0.119 0.147 -0.001
H -6.040 -3.017 -2.602 0.093 0.001 0.128
H 2.904 4.249 3.163 -0.163 -0.134 0.118
H -5.022 -0.904 0.012 0.339 -0.024 -0.228
H 3.480 1.251 2.693 -0.026 0.041 -0.212
H 2.378 0.964 1.340 0.008 0.019 -0.008
H -1.275 -2.002 -3.058 -0.189 0.060 0.042
H 4.874 -1.670 -1.566 -0.229 0.310 0.008
H -6.316 -2.640 -0.890 0.066 -0.094 -0.118
H 1.595 3.992 4.349 0.162 -0.101 -0.194
H 4.511 -0.251 -2.585 -0.149 -0.256 0.244

***

63
Properties=species:S:1:pos:R:3:forces:R:3 method="wB97M-V/def2-TZVPD" total_energy_ev=-48862.662 homo_lumo_gap_ev=8.097 e_above_lowest_kj_mol=2509.2
S 2.799 0.545 2.778 0.277 1.088 -2.609
O 1.033 -1.592 -0.826 0.836 -2.744 0.847
O 2.720 2.402 -1.868 -3.505 10.546 -15.262
O 3.456 -3.143 -0.513 2.278 -2.625 -5.984
O -4.295 2.082 0.395 6.056 5.869 -7.705
N 0.550 0.435 -1.769 4.465 1.775 -3.742
N 3.621 0.027 0.303 3.631 -4.054 -7.387
N 2.594 1.993 0.052 -2.159 -1.479 18.945
C 3.059 0.840 1.057 -2.250 2.515 2.135
C -6.647 -2.609 0.055 -6.408 -0.546 2.621
C -5.054 1.378 1.182 -2.061 -1.701 -1.287
C -2.546 0.483 0.031 0.994 -3.510 2.500
C 2.679 3.889 1.663 6.952 1.038 -2.999
C 1.443 -0.757 -1.534 -2.070 6.011 -1.297
C -1.253 -0.013 -0.423 -7.082 12.772 -2.763
C 3.580 -2.289 0.535 -10.279 -13.367 -0.813
C 3.617 0.420 -1.295 6.391 2.508 6.020
C -0.677 1.020 -1.317 2.800 -8.279 1.608
C 2.086 -4.124 1.064 -0.407 -4.342 -8.430
C 3.041 1.789 -1.024 5.215 -8.947 -0.568
C -1.272 2.142 -1.813 12.399 -3.560 -4.801
C 4.384 -1.351 0.549 5.529 10.902 0.152
C 2.930 -0.360 -2.210 -2.244 -12.161 9.175
C 1.879 3.066 0.856 -2.216 -7.391 0.637
C -7.379 -1.392 0.785 -7.987 -5.856 0.335
C -6.560 -0.474 1.424 2.533 2.230 4.486
C 2.670 -4.219 -0.398 -1.351 1.058 5.473
C -3.068 1.699 -0.369 -3.169 -5.028 5.296
C -5.779 0.185 0.287 3.955 1.474 8.076
C -2.341 2.285 -1.289 -13.640 12.385 2.625
C 2.668 -2.981 1.223 -2.154 6.728 14.144
C -6.703 -2.380 -1.366 0.189 -2.807 -5.227
H -6.209 -1.455 -1.610 0.262 0.281 -0.273
H -6.150 -3.264 -2.020 -1.024 2.156 1.660
H -4.931 -0.232 -0.198 -0.021 -1.035 -0.537
H -2.773 3.502 -1.422 0.568 -3.224 -0.114
H 3.362 3.415 2.420 -1.257 0.621 -0.608
H 3.457 4.456 0.771 -1.611 -1.530 2.625
H 2.660 -5.058 -1.043 0.379 0.018 -1.221
H -4.357 1.096 1.888 0.363 -1.942 2.856
H 4.656 -1.071 1.501 1.397 -0.137 2.489
H -5.756 -2.595 0.467 4.825 -0.146 1.423
H 4.823 0.494 -1.641 -3.139 -0.005 1.144
H 5.225 -1.566 -0.092 0.315 0.984 -0.525
H -0.848 -0.822 -0.217 3.665 -7.198 1.986
H 2.131 4.702 1.849 -1.973 3.098 2.056
H -8.252 -1.043 0.062 2.169 0.109 1.250
H -5.817 -1.013 2.257 -1.724 1.173 -2.304
H 1.138 1.029 -2.467 -1.971 -0.831 1.725
H -7.713 -2.344 -1.924 1.182 -0.017 1.513
H -7.184 0.344 2.248 1.788 -2.095 -2.955
H -5.654 2.246 1.517 -0.932 -1.413 0.648
H -7.158 -3.563 0.538 0.931 1.615 -1.692
H -6.405 0.741 -0.192 -3.655 2.843 -3.953
H -3.111 -0.115 0.895 1.315 1.142 -2.093
H 2.792 0.033 -3.020 -1.167 3.972 -9.272
H 1.295 3.407 0.105 -2.131 2.374 -1.756
H 2.305 -2.614 2.382 1.429 -0.039 -2.898
H -8.215 -1.919 1.667 2.409 1.227 -2.212
H 3.354 -1.570 -2.155 -0.667 3.654 -1.007
H -0.655 2.656 -2.548 -0.785 0.674 0.169
H 1.203 -4.717 1.453 1.711 1.117 -0.199
H 1.141 2.339 1.602 1.831 2.053 -2.128

***

64
Properties=species:S:1:pos:R:3:forces:R:3 method="wB97M-V/def2-TZVPD" total_energy_ev=-50934.675 homo_lumo_gap_ev=7.185 smiles="CCN(c1ccc(NC(=O)COC(=O)c2ccc(S(=O)(=O)N3CCCC3)cc2)cc1)C(C)C" e_above_lowest_kj_mol=126.8
S 1.954 2.268 -0.501 -0.386 -0.097 -0.302
O -2.478 -2.300 -2.801 0.139 -0.124 0.035
O -0.779 -3.591 -2.098 0.251 -0.040 0.004
O 3.326 1.856 -0.391 0.016 -0.115 -0.180
O 1.335 2.832 0.665 -0.121 0.230 -0.094
O -3.568 -5.873 -2.180 0.108 -0.120 -0.226
N 1.691 3.328 -1.777 -0.084 -0.735 0.941
N -3.167 -4.358 -0.597 -0.571 0.013 0.439
N -0.872 -0.478 2.753 0.083 0.122 0.180
C -0.535 -1.279 -1.865 0.190 0.176 0.068
C 0.982 0.869 -1.057 0.364 0.335 0.046
C -1.594 1.659 1.683 0.022 -0.130 0.253
C 1.860 4.734 -1.440 0.083 0.559 0.380
C -1.386 -2.417 -2.308 -0.225 0.242 -0.255
C -3.269 -2.286 0.624 0.200 -0.216 -0.176
C -2.825 -5.030 -1.715 0.198 0.053 -0.197
C 1.554 -0.028 2.553 -0.170 -0.276 0.137
C -1.553 0.788 2.939 -0.209 0.116 -0.227
C 0.472 -0.174 4.823 -0.041 -0.169 -0.227
C 2.526 3.036 -2.937 0.191 -0.447 -0.721
C -0.651 -2.515 1.429 0.144 0.053 0.094
C -1.499 -4.765 -2.430 -0.293 -0.302 -0.385
C -0.333 1.075 -1.428 -0.118 0.003 -0.026
C -1.095 -0.004 -1.836 0.035 -0.156 0.006
C -1.212 -3.488 0.626 -0.349 -0.033 0.086
C 3.294 5.053 -1.857 -0.125 -0.010 -0.073
C 3.419 4.270 -3.165 -0.012 0.009 0.131
C 0.431 -0.669 3.373 0.301 0.002 0.059
C -2.526 -3.379 0.191 0.226 0.214 0.254
C 1.554 -0.389 -1.090 0.227 0.056 0.006
C -1.387 -1.411 1.889 -0.179 -0.243 -0.132
C -2.720 -1.331 1.448 0.007 0.107 0.114
C 0.793 -1.472 -1.491 -0.189 0.067 -0.045
H 1.317 -0.636 5.327 0.093 -0.006 0.057
H 0.385 -2.639 1.698 0.113 0.035 0.054
H -0.819 -5.596 -2.223 -0.127 0.117 -0.022
H -4.130 -4.539 -0.334 0.194 -0.128 -0.114
H 1.218 -2.462 -1.522 0.052 -0.056 0.021
H 3.984 4.656 -1.112 0.026 0.051 0.039
H -1.037 1.340 3.720 -0.077 -0.065 0.051
H -2.573 0.601 3.298 0.076 0.081 0.073
H 1.884 2.830 -3.797 0.116 -0.022 0.033
H -3.356 -0.523 1.766 -0.029 0.134 0.048
H -2.125 0.114 -2.135 -0.082 0.034 -0.013
H 3.032 4.863 -3.994 0.040 -0.010 -0.033
H 1.408 1.045 2.462 -0.025 0.136 0.033
H -0.437 -0.456 5.350 -0.071 -0.004 0.092
H 1.141 5.317 -2.024 0.025 -0.017 0.081
H 2.515 -0.207 3.028 0.179 0.005 0.027
H 0.594 -1.750 3.420 -0.020 0.136 -0.003
H -0.735 2.075 -1.390 -0.149 0.090 -0.045
H -0.614 -4.336 0.329 0.049 -0.076 -0.002
H -2.010 1.111 0.842 -0.075 0.000 -0.080
H 3.471 6.119 -1.983 0.043 0.039 0.036
H 1.661 4.868 -0.379 -0.066 0.207 -0.077
H -0.596 1.996 1.416 0.007 0.001 -0.013
H -1.741 -4.766 -3.500 0.019 -0.043 0.242
H -2.213 2.534 1.871 -0.091 0.138 -0.036
H 1.576 -0.448 1.551 0.032 -0.040 -0.087
H 4.446 3.989 -3.386 0.013 0.004 -0.080
H -4.298 -2.189 0.309 -0.105 0.032 -0.058
H 3.119 2.146 -2.719 0.026 0.057 -0.246
H 0.603 0.903 4.883 0.000 0.119 0.046
H 2.590 -0.494 -0.805 0.101 -0.092 0.010

***

63
Properties=species:S:1:pos:R:3:forces:R:3 method="wB97M-V/def2-TZVPD" total_energy_ev=-41212.527 homo_lumo_gap_ev=8.337 smiles="COCCOC(=O)C1=C(C)NC(C)=C(C(=O)OCCOC)C1/C=C/c1ccccc1OC" e_above_lowest_kj_mol=329.5
O 0.276 2.517 3.864 -0.159 -0.155 -0.008
O -3.580 0.383 3.107 -0.175 -0.088 0.079
O 1.927 -1.593 -0.428 0.101 0.329 0.267
O -2.125 -2.381 -0.804 0.167 0.358 0.002
O -0.329 0.580 2.917 0.291 -0.007 -0.360
O 0.536 -3.608 -3.052 0.139 -0.164 0.286
O 3.557 -0.763 -1.722 -0.164 -0.185 0.017
N 3.179 2.764 0.712 0.132 0.274 -0.069
C -0.682 -0.136 -0.355 0.325 0.152 0.240
C -3.854 -0.168 -3.179 0.030 0.058 0.002
C 3.426 1.658 -0.069 -0.023 -0.555 -0.181
C 1.116 -2.422 -2.562 0.031 0.265 0.091
C 0.179 0.838 -0.073 -0.234 -0.351 0.048
C 2.379 4.004 2.603 -0.155 0.006 0.131
C 1.344 0.646 0.863 -0.002 0.055 -0.100
C -0.207 -3.396 -4.224 -0.018 0.039 -0.072
C -1.267 0.404 3.969 -0.451 0.271 0.500
C -3.527 -1.316 -2.475 -0.061 -0.270 0.055
C -1.778 -0.106 -1.311 -0.359 -0.206 -0.239
C -3.315 0.090 1.755 -0.036 0.008 -0.018
C 2.602 0.590 0.008 -0.082 0.391 0.473
C 0.421 1.701 2.975 -0.074 0.334 0.482
C -2.502 -1.298 -1.539 0.093 0.332 -0.039
C 1.854 -2.738 -1.259 0.014 -0.443 -0.583
C -2.133 1.030 -2.032 -0.019 -0.196 0.075
C -2.588 1.156 3.732 0.313 -0.099 0.051
C -3.161 1.007 -2.956 -0.073 0.084 -0.101
C -2.762 -3.614 -1.026 -0.123 -0.265 -0.038
C 1.390 1.769 1.882 0.395 -0.151 -0.375
C 2.776 -0.616 -0.805 0.403 -0.136 -0.368
C 2.263 2.793 1.737 -0.391 -0.177 0.333
C 4.651 1.783 -0.914 0.007 -0.156 -0.103
H -3.016 1.442 4.695 0.111 0.041 -0.043
H 0.335 -1.675 -2.351 0.078 -0.062 -0.022
H -4.172 -0.471 1.389 0.034 -0.015 -0.089
H 1.808 -1.995 -3.303 -0.098 -0.039 0.082
H 2.858 -3.120 -1.468 -0.146 0.008 0.088
H 4.559 2.647 -1.571 0.008 0.104 -0.047
H 0.127 1.811 -0.543 -0.033 0.163 -0.127
H -0.817 0.758 4.902 -0.086 -0.133 -0.123
H 3.840 3.525 0.659 -0.099 -0.143 0.028
H -2.283 -4.317 -0.346 -0.067 0.006 -0.067
H 5.527 1.926 -0.282 0.052 0.059 0.071
H -3.419 1.902 -3.502 -0.017 0.075 -0.042
H -4.655 -0.200 -3.902 -0.065 -0.007 -0.051
H 1.281 -3.477 -0.697 0.052 0.075 -0.038
H 1.604 4.004 3.360 0.090 0.072 -0.050
H -4.082 -2.221 -2.665 -0.023 -0.095 0.017
H 1.220 -0.308 1.382 0.002 0.171 -0.095
H -0.620 -4.362 -4.511 -0.043 0.045 -0.075
H 0.427 -3.016 -5.035 -0.025 -0.019 0.000
H 4.785 0.894 -1.519 0.048 0.105 0.010
H 3.352 4.017 3.093 0.102 0.011 0.010
H -1.022 -2.679 -4.056 0.005 -0.025 -0.004
H -1.592 1.948 -1.864 0.074 0.104 0.031
H -3.203 1.008 1.165 0.037 -0.009 -0.009
H -2.379 2.066 3.150 -0.016 -0.025 0.089
H -0.555 -1.086 0.144 0.102 -0.006 0.119
H -1.457 -0.669 4.026 0.008 0.090 -0.015
H -2.621 -3.960 -2.055 -0.013 0.031 0.023
H -3.832 -3.563 -0.798 0.046 0.010 -0.027
H -2.408 -0.509 1.639 0.004 -0.022 -0.044
H 2.290 4.903 1.993 0.036 0.077 -0.078